(1)
{
  "formula": "C34H59InNO14",
  "method": "wB97M-V/def2-TZVPD",
  "charge": -1,
  "orbital_gap_ev": 5.131,
  "total_energy_ha": -2629.2151,
  "e_lumo_ev": 1.7914,
  "fmax_ev_per_a": 0.72,
  "species": ["C", "C", "N", "In", "C", "C", "C", "C", "H", "H", "H", "H", "H", "H", "H", "H", "H", "H", "H", "H", "H", "H", "H", "H", "H", "O", "C", "O", "C", "C", "C", "H", "H", "H", "H", "H", "H", "O", "C", "O", "C", "C", "C", "H", "H", "H", "H", "H", "H", "O", "C", "O", "C", "C", "C", "H", "H", "H", "H", "H", "H", "O", "C", "O", "C", "C", "C", "H", "H", "H", "H", "H", "H", "O", "C", "O", "C", "C", "C", "H", "H", "H", "H", "H", "H", "O", "C", "O", "C", "C", "C", "H", "H", "H", "H", "H", "H", "O", "C", "O", "C", "C", "C", "H", "H", "H", "H", "H", "H"],
  "coordinates": [[-0.708, -4.097, 2.367], [-0.028, -3.060, 1.472], [-0.903, -2.041, 0.895], [-2.870, -1.711, 1.674], [-4.340, -3.193, 0.865], [-4.691, -4.257, 1.924], [-5.986, -3.899, 2.660], [-4.771, -5.674, 1.351], [-1.106, -3.659, 3.282], [-1.502, -4.612, 1.824], [0.027, -4.856, 2.665], [0.452, -3.624, 0.663], [0.773, -2.582, 2.049], [-0.902, -2.159, -0.108], [-3.379, -0.082, 1.095], [-2.921, -1.696, 3.460], [-5.229, -2.627, 0.588], [-3.969, -3.671, -0.047], [-3.912, -4.286, 2.697], [-5.969, -2.845, 2.939], [-6.848, -4.087, 2.019], [-6.078, -4.491, 3.576], [-3.917, -5.857, 0.694], [-5.687, -5.819, 0.773], [-4.719, -6.424, 2.147], [2.839, 3.302, -2.065], [2.256, 2.314, -1.705], [2.839, 1.097, -1.747], [1.887, 0.073, -1.355], [0.832, 0.797, -0.542], [0.839, 2.188, -1.181], [1.479, -0.370, -2.266], [2.408, -0.696, -0.795], [-0.129, 0.288, -0.551], [1.151, 0.864, 0.494], [0.157, 2.254, -2.032], [0.621, 2.994, -0.486], [1.808, -2.990, -1.911], [2.014, -3.344, -3.027], [3.226, -3.838, -3.405], [3.250, -4.086, -4.818], [1.785, -4.236, -5.222], [1.090, -3.304, -4.228], [3.726, -3.233, -5.309], [3.845, -4.978, -5.001], [1.608, -3.990, -6.267], [1.459, -5.263, -5.055], [1.046, -2.274, -4.586], [0.092, -3.625, -3.942], [-0.229, 4.849, 1.701], [-0.203, 5.720, 0.884], [0.013, 5.483, -0.428], [0.112, 6.724, -1.156], [-0.622, 7.747, -0.300], [-0.359, 7.216, 1.108], [1.165, 6.962, -1.277], [-0.331, 6.583, -2.138], [-0.271, 8.762, -0.474], [-1.691, 7.712, -0.513], [0.579, 7.593, 1.518], [-1.163, 7.408, 1.814], [7.527, -4.917, 1.311], [6.912, -4.380, 0.437], [6.767, -4.941, -0.787], [6.073, -4.039, -1.672], [5.299, -3.096, -0.760], [6.210, -3.034, 0.465], [6.820, -3.517, -2.276], [5.427, -4.617, -2.325], [5.095, -2.131, -1.218], [4.343, -3.544, -0.492], [6.972, -2.257, 0.376], [5.677, -2.904, 1.402], [-7.666, -1.204, 0.737], [-8.128, -1.924, -0.090], [-7.648, -3.168, -0.351], [-8.326, -3.743, -1.471], [-9.662, -3.012, -1.560], [-9.287, -1.629, -1.033], [-7.710, -3.592, -2.361], [-8.430, -4.811, -1.293], [-10.082, -3.014, -2.564], [-10.384, -3.480, -0.890], [-8.917, -0.974, -1.823], [-10.087, -1.126, -0.498], [1.741, -0.366, 2.355], [1.921, -0.296, 3.527], [3.160, -0.151, 4.086], [3.059, -0.202, 5.516], [1.614, 0.174, 5.836], [0.872, -0.374, 4.617], [3.302, -1.216, 5.844], [3.790, 0.488, 5.933], [1.271, -0.227, 6.788], [1.517, 1.260, 5.871], [0.576, -1.417, 4.742], [-0.002, 0.206, 4.336], [1.875, 8.961, -2.482], [2.893, 9.291, -1.951], [3.043, 9.244, -0.606], [4.327, 9.766, -0.224], [5.197, 9.635, -1.470], [4.169, 9.806, -2.588], [4.196, 10.806, 0.082], [4.690, 9.191, 0.624], [6.013, 10.354, -1.496], [5.625, 8.633, -1.516], [4.014, 10.853, -2.856], [4.396, 9.237, -3.485]],
  "forces_ev_per_a": [[0.39, -0.22, 0.02], [-0.30, 0.07, -0.35], [0.06, -0.31, 0.35], [-0.37, 0.56, -0.27], [0.11, -0.13, 0.37], [-0.11, 0.03, -0.07], [0.38, -0.11, 0.07], [0.25, 0.04, 0.12], [-0.20, 0.08, -0.05], [-0.16, 0.06, 0.05], [-0.02, -0.01, 0.05], [0.20, 0.08, 0.02], [0.12, -0.04, 0.06], [-0.12, 0.03, -0.08], [0.15, -0.10, -0.05], [0.14, -0.15, -0.05], [-0.07, -0.01, -0.03], [0.13, 0.04, -0.03], [0.10, 0.00, -0.06], [-0.09, 0.04, 0.00], [-0.09, 0.08, -0.01], [-0.15, -0.04, 0.00], [-0.02, -0.02, -0.05], [-0.04, -0.01, -0.05], [-0.20, -0.06, 0.00], [0.02, 0.02, 0.01], [-0.10, 0.08, -0.05], [-0.01, -0.10, -0.01], [-0.04, 0.01, 0.09], [-0.13, 0.28, -0.05], [0.18, -0.33, 0.16], [0.00, 0.00, -0.04], [0.09, 0.01, -0.02], [0.02, 0.00, 0.04], [-0.02, -0.06, 0.03], [-0.01, 0.09, -0.01], [-0.07, 0.09, -0.10], [-0.08, -0.10, 0.11], [0.00, 0.22, 0.03], [0.16, -0.13, -0.15], [-0.10, 0.01, -0.05], [-0.06, 0.07, 0.07], [0.12, -0.31, -0.12], [-0.01, 0.01, -0.02], [0.03, 0.00, 0.06], [0.03, 0.04, 0.00], [0.01, -0.01, -0.01], [-0.03, 0.02, 0.03], [-0.04, 0.11, 0.04], [-0.03, -0.05, 0.02], [0.14, 0.11, 0.08], [-0.11, 0.02, -0.05], [-0.04, -0.05, 0.01], [-0.01, -0.01, 0.10], [-0.15, 0.04, -0.25], [0.06, 0.04, 0.01], [0.01, -0.09, 0.00], [0.08, -0.02, -0.01], [0.00, 0.00, -0.02], [0.01, -0.01, 0.04], [0.07, -0.02, 0.10], [0.02, -0.05, 0.03], [0.01, 0.12, 0.05], [0.00, -0.01, -0.07], [-0.09, 0.09, -0.04], [0.04, -0.02, 0.13], [-0.21, -0.13, -0.19], [0.01, 0.02, 0.02], [0.04, -0.09, 0.03], [0.03, 0.01, -0.02], [-0.03, 0.03, -0.04], [0.01, 0.02, 0.05], [0.09, 0.04, 0.06], [-0.04, -0.06, 0.13], [0.00, 0.15, -0.20], [-0.12, 0.02, 0.04], [-0.02, -0.07, -0.03], [0.01, 0.10, 0.04], [-0.09, -0.29, -0.01], [-0.02, 0.01, -0.02], [0.06, 0.00, 0.04], [0.05, 0.01, -0.02], [0.00, -0.02, 0.00], [0.00, 0.05, 0.01], [0.05, 0.11, 0.00], [0.47, 0.15, -0.19], [-0.43, -0.20, 0.11], [0.02, 0.02, 0.02], [-0.03, 0.01, 0.05], [-0.07, -0.04, -0.07], [0.22, 0.30, 0.28], [-0.02, -0.01, 0.01], [0.03, 0.00, -0.05], [0.04, -0.05, -0.01], [0.00, 0.01, 0.01], [-0.04, -0.01, -0.08], [-0.08, -0.13, -0.10], [-0.05, 0.10, -0.10], [0.00, -0.01, -0.03], [0.02, 0.03, 0.07], [0.07, 0.02, 0.00], [-0.06, -0.01, -0.08], [0.17, -0.15, 0.21], [0.01, 0.01, -0.01], [-0.06, -0.04, 0.01], [-0.03, 0.04, 0.01], [0.01, 0.00, 0.01], [-0.01, 0.01, -0.04], [-0.08, 0.06, -0.07]]
}



(2)
{
  "formula": "C23H24N2O4S2",
  "method": "wB97M-V/def2-TZVPD",
  "orbital_gap_ev": 7.667,
  "smiles": "C=C(S(=O)(=O)c1ccccc1)S(=O)(=O)c1ccccc1.c1cc(N2CCCC2)ccn1",
  "total_energy_ha": -2097.5751,
  "e_lumo_ev": -0.0269,
  "e_above_lowest_kcal_mol": 92.7,
  "fmax_ev_per_a": 1.91,
  "species": ["C", "C", "S", "O", "O", "C", "C", "C", "C", "C", "C", "S", "O", "O", "C", "C", "C", "C", "C", "C", "H", "H", "H", "H", "H", "H", "H", "H", "H", "H", "H", "H", "C", "C", "C", "N", "C", "C", "C", "C", "C", "C", "N", "H", "H", "H", "H", "H", "H", "H", "H", "H", "H", "H", "H"],
  "coordinates": [[-0.349, 2.898, 3.210], [0.099, 1.793, 2.592], [-1.061, 1.087, 1.394], [-2.140, 2.044, 1.231], [-0.378, 0.474, 0.286], [-2.035, -0.173, 2.252], [-1.785, -1.537, 2.099], [-2.616, -2.454, 2.746], [-3.729, -2.007, 3.461], [-4.011, -0.638, 3.554], [-3.138, 0.279, 2.979], [1.779, 1.213, 2.873], [2.127, 1.532, 4.241], [2.560, 1.712, 1.766], [1.817, -0.597, 2.768], [2.252, -1.167, 1.574], [2.343, -2.557, 1.468], [1.972, -3.367, 2.544], [1.537, -2.784, 3.735], [1.474, -1.395, 3.864], [-1.319, 3.305, 2.947], [0.253, 3.377, 3.981], [-0.948, -1.870, 1.488], [-2.394, -3.521, 2.678], [-4.381, -2.720, 3.958], [-4.899, -0.272, 4.074], [-3.337, 1.344, 3.079], [2.512, -0.517, 0.737], [2.712, -2.981, 0.534], [2.028, -4.451, 2.452], [1.250, -3.410, 4.577], [1.150, -0.925, 4.792], [-0.116, 4.081, -0.863], [-0.584, 5.169, -1.605], [-1.851, 5.066, -2.199], [-2.351, 6.070, -2.978], [-3.747, 6.203, -3.315], [-3.866, 7.540, -4.070], [-2.437, 7.909, -4.501], [-1.498, 7.026, -3.657], [-2.573, 3.854, -2.024], [-1.968, 2.818, -1.334], [-0.823, 2.987, -0.640], [0.903, 4.071, -0.488], [0.014, 6.063, -1.720], [-4.380, 6.198, -2.420], [-4.092, 5.379, -3.953], [-4.248, 8.306, -3.384], [-4.551, 7.463, -4.920], [-2.286, 7.691, -5.564], [-2.216, 8.968, -4.333], [-0.746, 6.526, -4.293], [-0.935, 7.646, -2.940], [-3.559, 3.723, -2.473], [-2.421, 1.834, -1.360]],
  "forces_ev_per_a": [[0.74, -0.82, -0.02], [-0.85, 0.56, 0.15], [-1.81, -0.55, -0.24], [0.80, -0.03, 0.45], [0.15, -0.18, 0.84], [0.52, -0.40, 0.23], [0.10, 0.27, 0.24], [-0.15, 0.07, -0.02], [0.10, 0.21, -0.04], [0.32, -0.22, -0.05], [-0.18, -0.03, 0.17], [0.70, -0.76, 0.08], [-0.40, 0.19, -0.64], [-0.40, -0.10, 0.50], [-0.32, 0.16, -0.13], [-0.04, 0.04, -0.13], [-0.03, 0.21, 0.09], [0.04, 0.28, -0.13], [0.02, 0.21, 0.02], [-0.11, 0.16, -0.22], [0.12, -0.04, -0.01], [-0.08, -0.07, -0.20], [-0.08, 0.08, 0.14], [-0.13, 0.33, -0.01], [0.08, 0.04, -0.13], [0.30, -0.22, -0.08], [0.11, -0.31, -0.13], [-0.07, -0.23, 0.27], [-0.16, -0.01, 0.28], [-0.01, 0.25, 0.05], [0.07, 0.11, -0.15], [0.10, -0.15, -0.19], [-0.57, 0.50, -0.39], [-0.06, -0.49, -0.09], [-0.12, -0.39, 0.22], [0.00, 0.47, -0.03], [-0.43, -0.10, -0.42], [0.01, 0.13, 0.41], [0.15, -0.24, -0.16], [0.40, 0.45, 0.13], [0.30, 0.14, -0.17], [0.20, 1.26, 0.32], [0.56, -0.45, -1.66], [-0.09, 0.21, 0.37], [0.07, -0.11, -0.07], [0.14, -0.06, -0.03], [0.03, -0.04, -0.01], [-0.01, -0.16, -0.21], [0.11, 0.06, 0.22], [-0.04, 0.11, 0.18], [-0.10, -0.20, -0.15], [-0.22, 0.00, 0.24], [-0.16, -0.17, -0.12], [0.41, -0.03, -0.01], [-0.02, 0.03, 0.47]]
}



(3)
{
  "formula": "C14H28Cl3F3N3O6Y",
  "method": "wB97M-V/def2-TZVPD",
  "charge": 2,
  "orbital_gap_ev": 3.260,
  "total_energy_ha": -2883.8731,
  "e_lumo_ev": -10.0301,
  "e_above_lowest_kcal_mol": 109.0,
  "fmax_ev_per_a": 5.99,
  "species": ["Y", "O", "H", "C", "O", "N", "C", "C", "H", "H", "H", "H", "H", "H", "H", "C", "O", "N", "C", "C", "H", "H", "H", "H", "H", "H", "H", "C", "O", "N", "C", "C", "H", "H", "H", "H", "H", "H", "H", "C", "C", "O", "C", "O", "C", "F", "F", "F", "H", "H", "H", "H", "H", "C", "Cl", "Cl", "Cl", "H"],
  "coordinates": [[3.563, 0.545, 0.819], [1.452, 0.620, 0.694], [0.687, 0.268, 1.164], [0.341, -0.636, -2.563], [-0.197, -1.672, -2.850], [0.401, 0.482, -3.309], [0.886, 1.704, -2.750], [-0.162, 0.525, -4.637], [0.942, -0.473, -1.647], [0.102, 2.466, -2.715], [1.707, 2.126, -3.335], [1.168, 1.543, -1.703], [-0.893, -0.256, -4.816], [-0.689, 1.469, -4.794], [0.614, 0.465, -5.404], [-4.142, 0.081, 1.195], [-3.771, -0.089, 2.336], [-3.334, 0.245, 0.135], [-1.929, 0.246, 0.338], [-3.891, 0.449, -1.186], [-5.215, 0.102, 0.953], [-1.708, 0.170, 1.405], [-1.502, 1.206, -0.004], [-1.432, -0.538, -0.248], [-4.886, 0.021, -1.264], [-3.953, 1.517, -1.399], [-3.275, -0.087, -1.910], [2.585, -2.334, -0.723], [3.062, -1.125, -0.681], [2.827, -3.170, -1.646], [3.761, -2.874, -2.724], [2.185, -4.486, -1.675], [1.899, -2.704, 0.041], [3.298, -3.100, -3.679], [4.628, -3.528, -2.593], [4.117, -1.858, -2.641], [1.610, -4.622, -2.588], [3.008, -5.201, -1.750], [1.581, -4.631, -0.789], [0.798, -1.436, 3.652], [-0.452, -0.895, 4.308], [-0.614, 0.468, 3.883], [-1.077, 1.365, 4.758], [-1.302, 1.179, 5.909], [-1.279, 2.742, 4.096], [-1.119, 2.698, 2.761], [-2.479, 3.219, 4.382], [-0.358, 3.583, 4.582], [0.743, -1.414, 2.560], [0.893, -2.488, 3.926], [1.680, -0.887, 4.010], [-0.506, -1.032, 5.383], [-1.273, -1.467, 3.862], [0.226, 4.175, 0.221], [-1.403, 3.785, -0.330], [0.198, 5.389, 1.492], [1.157, 4.857, -1.137], [0.726, 3.293, 0.626]],
  "forces_ev_per_a": [[-5.29, -1.81, -2.17], [3.99, 0.50, 0.91], [-0.29, 0.20, 0.09], [0.77, 1.09, 0.12], [-0.22, -1.04, -0.07], [-0.39, -0.48, -0.14], [0.02, 0.67, 0.24], [-0.38, 0.48, -0.70], [-0.37, -0.20, 0.24], [-0.04, -0.06, -0.09], [0.11, -0.06, 0.10], [0.17, -0.02, -0.17], [0.15, -0.27, 0.27], [0.09, 0.02, 0.13], [0.05, -0.07, 0.06], [-0.63, -0.16, 0.47], [0.37, -0.02, 0.42], [-0.66, -0.31, 0.01], [1.16, 0.76, -0.48], [0.24, 0.00, -0.04], [0.02, 0.03, -0.19], [-0.17, -0.22, -0.05], [-0.09, -0.30, 0.07], [-0.10, -0.17, 0.16], [-0.09, 0.02, 0.21], [0.10, -0.03, -0.36], [0.05, 0.24, -0.13], [-0.49, 0.95, 0.84], [1.50, 0.57, 1.63], [0.06, -0.26, -1.02], [0.58, -0.40, 0.07], [0.74, -0.38, -0.42], [-0.02, 0.38, 0.15], [-0.07, 0.20, -0.08], [-0.09, -0.08, -0.12], [-0.23, 0.16, -0.23], [-0.26, 0.39, 0.09], [-0.21, -0.18, 0.37], [-0.06, -0.11, 0.02], [0.41, -0.11, 0.53], [-0.60, -0.61, -0.98], [0.25, 0.06, -0.20], [-0.22, -0.37, 0.17], [0.00, 0.06, 0.04], [-0.04, 0.18, 0.15], [-0.10, -0.04, 0.03], [0.13, -0.10, -0.20], [0.11, 0.04, -0.04], [-0.15, 0.18, 0.00], [0.18, 0.05, 0.07], [0.03, -0.14, -0.10], [0.28, 0.35, 0.08], [-0.26, 0.30, 0.26], [-0.07, 0.64, 0.01], [0.20, -0.02, 0.11], [-0.08, -0.09, 0.22], [0.21, -0.45, 0.00], [-0.28, 0.07, -0.33]]
}